DFT (wB97M-V/def2-TZVPD) results for a structure of composition C18H24N8ReS4.

CARTESIAN COORDINATES (ANGSTROEM)
Re1 0.6586 0.3696 0.5200
C1 0.7394 3.2459 -4.0946
S1 2.0568 3.4238 -2.8758
C2 1.9386 1.9647 -1.9754
S2 0.6974 0.7721 -2.1872
N1 2.8610 1.7854 -1.0850
N2 2.5513 0.6821 -0.3332
C3 3.5362 -0.0754 -0.0136
C4 3.2748 -1.1013 0.9671
C5 4.2738 -1.9396 1.4587
C6 3.9613 -2.8364 2.4582
C7 2.6581 -2.8653 2.9427
C8 1.7200 -2.0114 2.3992
N3 1.9969 -1.1463 1.4155
H1 0.8173 4.1347 -4.7166
H2 0.8929 2.3673 -4.7162
H3 -0.2411 3.2281 -3.6233
H4 4.5225 0.1097 -0.4205
H5 5.2767 -1.8608 1.0650
H6 4.7177 -3.4920 2.8664
H7 2.3686 -3.5377 3.7368
H8 0.7086 -2.0219 2.7783
N4 -3.2552 0.4732 -2.3522
C9 -2.3883 -0.2807 -1.3676
C10 -1.9610 -1.6274 -1.9373
C11 -1.0300 -2.3245 -0.9342
N5 0.2328 -1.5576 -0.7538
C12 -1.7323 -2.5069 0.4022
C13 -2.2693 -1.1988 0.9867
N6 -1.1555 -0.4068 1.5874
C14 -3.0884 -0.3945 -0.0278
H9 -2.7246 0.6778 -3.2047
H10 -3.5470 1.3748 -1.9595
H11 -4.0978 -0.0478 -2.6172
H12 -1.5077 0.3529 -1.2763
H13 -1.4513 -1.5012 -2.8963
H14 -2.8265 -2.2761 -2.1032
H15 -0.7769 -3.3078 -1.3359
H16 0.5676 -1.2074 -1.6538
H17 0.9401 -2.2184 -0.4365
H18 -1.0589 -2.9896 1.1148
H19 -2.5704 -3.1944 0.2699
H20 -2.9456 -1.4468 1.8073
H21 -0.8459 -0.9419 2.3965
H22 -1.5600 0.4373 2.0000
H23 -3.3157 0.5967 0.3724
H24 -4.0410 -0.9211 -0.1458
S3 -0.7445 2.1915 0.0438
C15 -0.7318 3.1684 1.4595
C16 -1.6106 4.2835 1.4663
N7 -2.3234 5.1825 1.4234
C17 0.1172 2.8832 2.4943
S4 1.2117 1.5667 2.3053
C18 0.2074 3.6699 3.6740
N8 0.2952 4.2966 4.6316

Atomic forces in eV per Å
0.0 -0.9 -2.0
0.0 0.0 0.0
-0.1 0.1 -0.2
0.3 0.6 -0.4
-0.5 0.7 0.3
-0.6 -0.2 -0.2
0.9 0.1 1.1
0.1 0.0 0.1
0.1 -0.1 0.1
-0.2 0.2 -0.1
-0.1 0.0 0.1
0.0 0.0 0.0
0.0 -0.2 0.1
0.2 0.0 -0.1
0.0 0.0 0.0
0.0 0.0 0.0
0.1 0.0 0.0
0.0 0.0 0.0
0.0 0.0 0.0
0.0 0.0 0.0
0.0 0.0 0.0
0.0 0.0 0.0
-0.1 0.0 0.0
0.2 0.0 -0.1
0.0 0.1 0.1
-0.1 0.1 -0.1
-0.1 -0.5 0.5
-0.1 0.1 0.0
0.0 -0.2 0.0
-0.2 0.3 0.2
-0.1 -0.1 0.0
0.0 0.0 0.0
0.0 -0.1 0.0
0.0 0.0 0.0
-0.2 -0.1 0.0
0.0 0.0 0.0
0.0 0.0 0.0
0.0 0.0 0.0
0.1 -0.5 0.0
0.0 0.0 0.0
0.0 0.0 0.0
0.0 0.0 0.0
0.0 0.0 0.0
0.1 0.1 0.0
0.0 -0.1 0.0
0.0 0.0 0.0
0.0 0.0 0.0
0.0 0.2 -0.1
0.4 -0.3 0.5
-0.1 0.3 0.0
-0.1 0.0 0.0
-0.6 0.0 -0.5
0.7 0.2 0.6
0.0 0.1 0.0
0.0 0.0 0.1

Output
2S+1: 2
Charge: +2
Expectation value of S²: 0.759
Energy above the lowest of the compared OMol25 structures with the same formula, charge and spin in kJ/mol: 76.0
E_HOMO (alpha / beta) in eV: -13.4621 / -13.9696